(1)
{"formula": "C18H21AsN4O4PtSe2", "method": "wB97M-V/def2-TZVPD", "species": ["Pt", "Se", "N", "C", "C", "C", "C", "C", "N", "C", "C", "N", "C", "C", "C", "C", "C", "N", "H", "H", "H", "H", "H", "H", "O", "Se", "O", "O", "O", "C", "C", "As", "C", "C", "C", "C", "H", "H", "H", "H", "H", "H", "H", "H", "H", "H", "H", "H", "H", "H", "H"], "coordinates": [[-0.1539, 0.3093, 0.1673], [5.5892, -0.0969, 5.2803], [5.4515, -0.1812, 3.5127], [4.1742, -0.1450, 3.1818], [3.6962, -0.2299, 1.8302], [4.4885, -0.5483, 0.7403], [3.9062, -0.6626, -0.5258], [2.5525, -0.3980, -0.6692], [1.7792, -0.0702, 0.3543], [2.2932, -0.0230, 1.6302], [1.4076, 0.1406, 2.7036], [0.0871, 0.3416, 2.4360], [-0.8124, 0.3078, 3.3883], [-0.4680, 0.1403, 4.7259], [0.8784, 0.0378, 5.0604], [1.8442, 0.0451, 4.0647], [3.2584, -0.0389, 4.2885], [3.8250, -0.0082, 5.4816], [5.5433, -0.7293, 0.8911], [4.4881, -0.9675, -1.3810], [2.0566, -0.4679, -1.6327], [-1.8455, 0.4148, 3.0847], [-1.2409, 0.0996, 5.4759], [1.1895, -0.0593, 6.0877], [-0.9388, -1.7135, 0.3925], [-1.9814, -1.0879, -0.7229], [-3.2606, -1.9156, -1.0320], [-2.2224, 0.4210, -0.0220], [-1.0455, -0.6878, -1.9801], [-1.6551, 3.8105, 1.1633], [-0.2295, 3.8926, 0.6207], [0.0523, 2.4809, -0.7283], [-1.2796, 2.8427, -2.1252], [-1.1883, 4.2282, -2.7620], [1.7626, 3.0288, -1.5646], [2.8785, 3.2303, -0.5437], [-1.7663, 4.4096, 2.0658], [-1.8865, 2.7676, 1.3921], [-2.3740, 4.1653, 0.4267], [0.4849, 3.7007, 1.4286], [-0.0054, 4.8798, 0.2021], [-2.2527, 2.7019, -1.6477], [-1.1725, 2.0556, -2.8758], [-1.1580, 5.0096, -1.9987], [-2.0608, 4.4018, -3.3901], [-0.3034, 4.3189, -3.3923], [1.6032, 3.9546, -2.1265], [2.0294, 2.2383, -2.2731], [2.6974, 4.1278, 0.0456], [3.8372, 3.3442, -1.0450], [2.9405, 2.3796, 0.1348]], "fmax_ev_per_a": 3.9, "lumo_ev": [-1.6, -1.6], "orbital_gap_ev": [5.0, 5.0], "total_energy_ha": -8376.31191}

=====

(2)
{"formula": "C18H21BF5N3O6", "method": "wB97M-V/def2-TZVPD", "species": ["C", "C", "C", "C", "N", "C", "N", "C", "F", "F", "F", "C", "C", "C", "O", "O", "C", "C", "C", "C", "C", "C", "C", "N", "H", "H", "H", "H", "H", "H", "H", "H", "H", "H", "H", "H", "H", "H", "H", "H", "H", "H", "H", "H", "H", "B", "O", "C", "O", "C", "O", "O", "F", "F"], "coordinates": [[5.9960, -1.0172, 1.5456], [5.5375, -0.2622, 0.5436], [4.5359, 0.8191, 0.8528], [3.2561, 0.7982, -0.0512], [3.7042, 0.5422, -1.4009], [2.6058, 2.1751, 0.1499], [1.2028, 2.2950, -0.4155], [1.1111, 2.5665, -1.8677], [2.2357, 3.0638, -2.3511], [0.7563, 1.5149, -2.5791], [0.1689, 3.5061, -2.0108], [0.4162, 1.1034, 0.1001], [-1.0768, 1.1820, -0.2356], [-1.8961, 0.8402, 0.9912], [-1.6764, 1.3193, 2.0896], [-2.8947, 0.0109, 0.7408], [1.0909, -0.2586, -0.2006], [0.2578, -1.4470, 0.2647], [0.5158, -2.1103, 1.4386], [-0.2501, -3.1953, 1.7818], [-1.2527, -3.6244, 0.9634], [-1.5395, -2.9692, -0.2091], [-0.7675, -1.8914, -0.5375], [2.3977, -0.2633, 0.5036], [5.3104, -1.2244, 2.3645], [7.0086, -1.4045, 1.5543], [5.9194, -0.4138, -0.4612], [4.2028, 0.6904, 1.8907], [5.0162, 1.8026, 0.8117], [3.8654, -0.4518, -1.5342], [3.0233, 0.7881, -2.1107], [2.4768, 2.2926, 1.2291], [3.2519, 3.0041, -0.1401], [0.7937, 3.1143, 0.0459], [0.4377, 1.1998, 1.1926], [-1.3603, 2.2148, -0.4806], [-1.3562, 0.5866, -1.1000], [-3.4366, 0.0135, 1.5521], [1.3408, -0.4204, -1.2506], [1.3173, -1.7869, 2.0897], [-0.0479, -3.7489, 2.6905], [-1.8342, -4.4990, 1.2316], [-2.3325, -3.3151, -0.8575], [-0.9908, -1.3832, -1.4712], [2.2597, -0.0896, 1.4939], [-6.7870, 0.9051, -1.4406], [-6.3526, 0.5672, -0.0510], [-6.2553, -0.7413, 0.0467], [-5.9195, -1.3336, 1.0422], [-6.6217, -1.3712, -1.2889], [-6.6262, -2.5480, -1.5336], [-6.9260, -0.4075, -2.1374], [-5.8106, 1.6870, -2.0680], [-8.0015, 1.5753, -1.4165]], "fmax_ev_per_a": 2.0, "lumo_ev": -1.3, "orbital_gap_ev": 7.1, "total_energy_ha": -1838.54089}

=====

(3)
{"formula": "C18H21BNO6", "method": "wB97M-V/def2-TZVPD", "species": ["C", "O", "C", "C", "C", "C", "C", "C", "C", "H", "H", "H", "H", "H", "H", "H", "H", "H", "C", "C", "C", "C", "C", "B", "N", "C", "C", "C", "O", "O", "C", "C", "O", "O", "O", "H", "H", "H", "H", "H", "H", "H", "H", "H", "H", "H", "H"], "coordinates": [[2.8878, 0.4017, -2.9389], [1.4936, 0.6690, -2.7128], [0.6408, -0.3127, -2.6626], [-0.6678, -0.0197, -3.1644], [-1.6026, -1.0561, -3.4264], [-2.9141, -0.7206, -3.7133], [-3.3164, 0.6221, -3.7362], [-2.3988, 1.6437, -3.4727], [-1.0727, 1.3431, -3.2071], [3.3540, 1.3859, -2.9055], [3.2489, -0.2470, -2.1309], [3.0252, -0.0758, -3.9226], [1.0085, -1.3420, -2.5696], [-1.2473, -2.0869, -3.3743], [-3.6389, -1.5039, -3.9355], [-4.3459, 0.8808, -3.9885], [-2.6976, 2.6932, -3.4997], [-0.3270, 2.1093, -2.9918], [2.0719, 1.0198, 5.4377], [1.8627, 0.0305, 4.3965], [1.7256, -1.3346, 4.4516], [1.4928, -1.7732, 3.1224], [1.4477, -0.6532, 2.3226], [0.8782, -0.4886, 0.8503], [-0.7150, -0.0516, 0.9518], [-1.5002, -0.4251, 2.1439], [-0.6595, 1.4216, 0.6978], [0.6446, 1.6538, -0.0420], [0.9325, 2.6356, -0.6949], [1.4730, 0.5593, 0.0482], [-1.2604, -0.7835, -0.2287], [-0.3622, -1.9716, -0.4475], [-0.6432, -2.9606, -1.0998], [0.8447, -1.7921, 0.1383], [1.7284, 0.4531, 3.1023], [2.1673, 0.5006, 6.3993], [2.9843, 1.6129, 5.2796], [1.2158, 1.7072, 5.5113], [1.7400, -1.9398, 5.3467], [1.3627, -2.8004, 2.7996], [-2.5630, -0.2635, 1.9177], [-1.3538, -1.4854, 2.3758], [-1.2190, 0.1895, 3.0087], [-1.5246, 1.7530, 0.1003], [-0.6609, 1.9807, 1.6463], [-2.3065, -1.0841, -0.1073], [-1.2336, -0.0944, -1.0755]], "total_charge": 1, "fmax_ev_per_a": 3.5, "lumo_ev": -5.6, "orbital_gap_ev": 5.0, "de_lowest_kcal_mol": 0.0, "total_energy_ha": -1229.38306}

=====

(4)
{"formula": "C18H21BrN4O3S2", "method": "wB97M-V/def2-TZVPD", "species": ["C", "C", "C", "C", "C", "S", "O", "O", "N", "C", "C", "N", "C", "C", "O", "N", "N", "C", "C", "C", "C", "C", "Br", "S", "C", "C", "C", "C", "H", "H", "H", "H", "H", "H", "H", "H", "H", "H", "H", "H", "H", "H", "H", "H", "H", "H", "H", "H", "H"], "coordinates": [[-0.3960, 6.0870, -3.6941], [0.3444, 5.1049, -2.8409], [0.2883, 5.1868, -1.4536], [0.9925, 4.2931, -0.6648], [1.7548, 3.3137, -1.2697], [2.6647, 2.1369, -0.2848], [3.9968, 2.0047, -0.7953], [2.5043, 2.4670, 1.1060], [1.8418, 0.7219, -0.7032], [0.5591, 0.5751, -0.0524], [0.6932, 0.0311, 1.3707], [1.4451, -1.2199, 1.3511], [1.4826, -1.8211, 2.6736], [0.1454, -2.4668, 3.0307], [-0.2719, -2.5791, 4.1538], [-0.4923, -2.9315, 1.9113], [-1.6714, -3.5534, 1.9588], [-2.2289, -3.9263, 0.8746], [-3.4870, -4.6029, 0.9058], [-4.2426, -4.9474, 1.9994], [-5.4329, -5.6113, 1.6668], [-5.5733, -5.7667, 0.3184], [-7.0033, -6.5924, -0.5724], [-4.2502, -5.1036, -0.5748], [2.7730, -0.9852, 0.8001], [2.6345, -0.4868, -0.6376], [1.8276, 3.2129, -2.6457], [1.1224, 4.1092, -3.4272], [-0.7419, 5.6200, -4.6130], [-1.2485, 6.5013, -3.1622], [0.2654, 6.9101, -3.9654], [-0.3093, 5.9567, -0.9881], [0.9686, 4.3442, 0.4125], [0.0814, 1.5558, -0.0355], [-0.0462, -0.1050, -0.6614], [-0.2988, -0.1604, 1.7871], [1.1979, 0.7872, 1.9902], [2.2321, -2.6190, 2.6782], [1.7476, -1.1069, 3.4675], [-0.0370, -2.7306, 1.0142], [-1.7772, -3.7504, -0.1099], [-3.9285, -4.7193, 3.0005], [-6.1571, -5.9620, 2.3793], [3.3295, -1.9253, 0.8113], [3.3289, -0.2326, 1.3821], [3.6130, -0.2491, -1.0537], [2.1441, -1.2455, -1.2558], [2.4408, 2.4395, -3.0790], [1.1743, 4.0410, -4.5038]], "fmax_ev_per_a": 1.2, "lumo_ev": 0.1, "orbital_gap_ev": 8.2, "de_lowest_kcal_mol": 6.3, "total_energy_ha": -4513.60267}

=====

(5)
{"formula": "C18H21Cl2NO2", "method": "wB97M-V/def2-TZVPD", "species": ["C", "N", "C", "C", "C", "O", "C", "O", "C", "C", "C", "C", "C", "Cl", "C", "C", "C", "C", "C", "C", "Cl", "C", "C", "H", "H", "H", "H", "H", "H", "H", "H", "H", "H", "H", "H", "H", "H", "H", "H", "H", "H", "H", "H", "H"], "coordinates": [[-2.6089, -1.8704, -2.2930], [-3.6690, -1.7957, -1.3095], [-4.0116, -0.4291, -0.9805], [-3.4892, -2.6535, -0.1640], [-2.3388, -2.3360, 0.8256], [-2.6516, -2.8565, 2.1039], [-0.9484, -2.8484, 0.3754], [-0.1151, -1.8824, -0.2122], [0.3810, -0.8832, 0.6678], [-0.3751, 0.4209, 0.4916], [-0.4434, 1.0000, -0.7699], [-1.1365, 2.1791, -0.9685], [-1.7633, 2.7870, 0.1086], [-2.6378, 4.2583, -0.1316], [-1.6994, 2.2278, 1.3745], [-1.0044, 1.0453, 1.5599], [1.8454, -0.6174, 0.3836], [2.4444, -1.0660, -0.7840], [3.7746, -0.7888, -1.0444], [4.5062, -0.0511, -0.1291], [6.1691, 0.3004, -0.4463], [3.9216, 0.4090, 1.0407], [2.5928, 0.1238, 1.2907], [-2.4638, -2.9115, -2.5790], [-2.9206, -1.3120, -3.1754], [-1.6553, -1.4622, -1.9376], [-4.3785, 0.0604, -1.8827], [-3.1668, 0.1583, -0.5941], [-4.8079, -0.4276, -0.2382], [-4.4179, -2.6090, 0.4162], [-3.3699, -3.6793, -0.5321], [-2.2840, -1.2538, 0.9747], [-2.8448, -3.7970, 2.0167], [-0.4524, -3.2810, 1.2588], [-1.0505, -3.6302, -0.3831], [0.2762, -1.2229, 1.7078], [0.0474, 0.5142, -1.5991], [-1.1942, 2.6241, -1.9492], [-2.1927, 2.7092, 2.2040], [-0.9640, 0.6027, 2.5448], [1.8622, -1.6452, -1.4831], [4.2410, -1.1417, -1.9508], [4.5026, 0.9820, 1.7460], [2.1321, 0.4818, 2.1996]], "fmax_ev_per_a": 0.6, "lumo_ev": 0.6, "orbital_gap_ev": 9.0, "de_lowest_kcal_mol": 9.6, "total_energy_ha": -1824.09851}